# C21H63GeN6O3P2PdSi3

C21H63GeN6O3P2PdSi3 as an isolated structure (ωB97M-V with the def2-TZVPD basis set, OMol25).

Calculated values
E ... -5148.450418 hartree
<S²> ... 0.755
F_max ... 0.75 eV/A
Gap between HOMO and LUMO (alpha / beta) ... 5.989 / 7.111 eV
Relative energy (zero: lowest compared OMol25 entry of this formula, charge and spin) ... 0.0 kJ/mol
HOMO energy (alpha / beta) ... -5.66 / -6.78 eV
Spin multiplicity ... 2

Element x y z (Å)
1 Pd 0.69956 -0.30582 -0.23107
2 N 0.05320 1.86196 -0.59416
3 C -0.07298 2.57060 0.68454
4 C -1.20023 2.01916 1.55130
5 C -2.58015 2.66186 1.33240
6 C -3.54909 1.92833 0.40989
7 N -2.96770 1.61402 -0.89921
8 H 0.79849 2.27826 -1.14259
9 H -0.81978 1.97557 -1.10872
10 H -0.24647 3.64341 0.52322
11 H 0.87984 2.46261 1.20196
12 H -0.90756 2.18430 2.59045
13 H -1.24607 0.93153 1.41405
14 H -2.43803 3.68030 0.95760
15 H -3.08291 2.76321 2.29822
16 H -4.40797 2.58451 0.24804
17 H -3.92788 1.02614 0.91111
18 H -3.70827 1.44153 -1.57004
19 H -2.46914 0.72890 -0.81850
20 C -4.21836 -4.01192 1.28325
21 N -3.67728 -2.79529 0.69659
22 C -4.37837 -2.37812 -0.51299
23 P -2.04778 -2.55360 0.72169
24 O -1.68079 -1.20546 0.24006
25 O -1.49138 -3.72681 -0.26285
26 P 0.05358 -3.70185 -0.78651
27 O 0.87000 -2.78178 0.03103
28 N 0.46531 -5.27558 -0.62700
29 C 1.87786 -5.62804 -0.54303
30 C -0.43504 -6.40084 -0.79326
31 N -0.00749 -3.28379 -2.37349
32 C -0.22121 -1.88128 -2.72918
33 C -0.63064 -4.20502 -3.31706
34 N -1.51252 -2.95776 2.22143
35 C -0.89580 -1.88122 3.00084
36 C -0.92508 -4.26573 2.50422
37 H -5.28507 -3.87349 1.46191
38 H -3.73923 -4.21259 2.23832
39 H -4.09001 -4.87911 0.62389
40 H -5.42561 -2.19406 -0.26998
41 H -4.33453 -3.14589 -1.29486
42 H -3.94136 -1.45735 -0.89204
43 H 2.47552 -4.74456 -0.33681
44 H 2.22729 -6.08436 -1.47374
45 H 2.02024 -6.33850 0.27451
46 H -1.46904 -6.06678 -0.83628
47 H -0.33017 -7.08157 0.05640
48 H -0.20701 -6.96372 -1.70430
49 H 0.22379 -1.22226 -1.96636
50 H -1.28780 -1.64691 -2.81370
51 H 0.27586 -1.67343 -3.67781
52 H -1.72020 -4.24580 -3.19993
53 H -0.21977 -5.20621 -3.21121
54 H -0.40916 -3.86226 -4.32789
55 H -1.51163 -0.98652 2.96466
56 H 0.10680 -1.64340 2.62904
57 H -0.82995 -2.21183 4.03801
58 H -1.38923 -5.04155 1.89952
59 H -1.09586 -4.50395 3.55553
60 H 0.15058 -4.26620 2.30951
61 C 5.69365 -0.74837 2.49420
62 Si 3.86626 -1.06220 2.16248
63 C 2.91738 -0.49482 3.69096
64 C 3.62541 -2.92134 2.00100
65 Ge 3.02152 0.12271 0.29642
66 Si 4.04455 -0.63985 -1.72807
67 C 5.91962 -0.52048 -1.92453
68 C 3.30636 0.38617 -3.13953
69 C 3.66510 -2.45023 -2.08642
70 Si 3.94084 2.31356 0.54831
71 C 3.69830 2.98480 2.29714
72 C 3.15609 3.56559 -0.63333
73 C 5.80018 2.41243 0.24140
74 H 6.02593 -1.29140 3.38297
75 H 5.88513 0.31313 2.65836
76 H 6.31040 -1.06813 1.65229
77 H 3.13448 -1.12457 4.55784
78 H 1.84108 -0.51540 3.51184
79 H 3.18359 0.53238 3.94390
80 H 3.74260 -3.40186 2.97604
81 H 4.35869 -3.35548 1.31773
82 H 2.63055 -3.14584 1.61187
83 H 6.26203 0.50624 -2.04147
84 H 6.21953 -1.07883 -2.81565
85 H 6.44620 -0.94967 -1.07009
86 H 3.88507 1.30162 -3.28298
87 H 2.27469 0.67352 -2.91697
88 H 3.31440 -0.15995 -4.08633
89 H 4.29097 -3.09995 -1.47050
90 H 3.88395 -2.66545 -3.13610
91 H 2.61757 -2.69776 -1.89463
92 H 2.66926 2.90057 2.64823
93 H 3.98370 4.03956 2.33262
94 H 4.33028 2.44707 3.00595
95 H 2.21006 3.95541 -0.25294
96 H 2.98033 3.13648 -1.62199
97 H 3.83251 4.41472 -0.76039
98 H 6.32366 1.50185 0.52957
99 H 6.22074 3.24335 0.81371
100 H 6.01004 2.59706 -0.81302